{
  "formula": "C28H56N2O21",
  "method": "ωB97M-V/def2-TZVPD",
  "charge": 1,
  "spin_multiplicity": 2,
  "energy_ev": -75908.2277,
  "symbols": ["C", "O", "C", "C", "O", "C", "C", "O", "C", "H", "H", "H", "H", "H", "H", "H", "H", "H", "H", "H", "H", "H", "H", "C", "O", "C", "O", "O", "C", "H", "H", "H", "H", "H", "H", "C", "O", "C", "O", "O", "C", "H", "H", "H", "H", "H", "H", "C", "O", "C", "O", "O", "C", "H", "H", "H", "H", "H", "H", "C", "O", "C", "O", "O", "C", "H", "H", "H", "H", "H", "H", "C", "O", "C", "O", "O", "C", "H", "H", "H", "H", "H", "H", "C", "O", "C", "O", "O", "C", "H", "H", "H", "H", "H", "H", "C", "C", "N", "H", "H", "H", "C", "C", "N", "H", "H", "H"],
  "coordinates": [[1.156, -11.696, 25.254], [0.742, -10.371, 25.009], [1.894, -9.552, 24.884], [1.553, -8.050, 24.773], [0.787, -7.791, 23.587], [-0.630, -7.973, 23.759], [-1.265, -6.608, 23.362], [-1.147, -6.196, 22.019], [-2.083, -6.842, 21.162], [1.717, -11.885, 26.169], [1.813, -12.077, 24.472], [0.359, -12.437, 25.186], [2.362, -9.888, 23.959], [2.656, -9.658, 25.656], [2.519, -7.546, 24.745], [1.138, -7.556, 25.650], [-0.938, -8.206, 24.778], [-0.988, -8.747, 23.081], [-0.897, -5.796, 23.988], [-2.318, -6.665, 23.638], [-1.645, -7.794, 20.860], [-2.137, -6.266, 20.239], [-3.078, -6.976, 21.586], [-7.510, -12.800, 19.988], [-8.672, -12.578, 20.810], [-8.690, -11.438, 21.523], [-7.730, -10.770, 21.925], [-9.969, -11.241, 21.799], [-10.370, -10.081, 22.437], [-6.568, -12.834, 20.535], [-7.438, -12.058, 19.193], [-7.575, -13.759, 19.474], [-10.311, -10.236, 23.515], [-11.437, -10.023, 22.225], [-9.921, -9.185, 22.007], [-1.769, -15.467, 27.118], [-1.353, -14.748, 25.944], [-0.589, -15.478, 25.081], [0.053, -16.473, 25.427], [-0.421, -14.885, 23.928], [0.435, -15.473, 22.940], [-2.242, -14.827, 27.862], [-0.894, -15.905, 27.599], [-2.516, -16.211, 26.841], [0.414, -14.845, 22.049], [-0.030, -16.349, 22.488], [1.467, -15.558, 23.281], [4.159, -14.093, 21.659], [3.249, -13.159, 22.101], [2.722, -12.210, 21.304], [2.977, -11.911, 20.141], [1.797, -11.635, 22.021], [0.887, -10.706, 21.413], [5.211, -13.847, 21.802], [3.957, -14.142, 20.589], [3.978, -15.061, 22.126], [0.562, -10.079, 22.243], [0.101, -11.232, 20.871], [1.417, -9.959, 20.823], [-4.979, -10.143, 20.709], [-4.624, -10.651, 22.038], [-3.344, -10.894, 22.336], [-2.339, -10.617, 21.650], [-3.386, -11.311, 23.607], [-2.160, -11.477, 24.329], [-4.867, -10.994, 20.038], [-4.220, -9.414, 20.426], [-6.006, -9.799, 20.589], [-1.310, -11.733, 23.696], [-2.159, -12.303, 25.041], [-1.902, -10.497, 24.731], [-3.875, -13.564, 19.072], [-3.690, -14.836, 19.762], [-4.268, -15.098, 20.924], [-5.126, -14.459, 21.528], [-3.874, -16.339, 21.289], [-4.358, -16.926, 22.507], [-3.128, -12.817, 19.341], [-4.922, -13.270, 19.003], [-3.788, -13.775, 18.006], [-3.678, -17.713, 22.834], [-5.319, -17.407, 22.323], [-4.534, -16.249, 23.343], [-3.081, -12.244, 28.057], [-2.948, -12.165, 29.488], [-4.030, -11.584, 30.240], [-5.004, -11.058, 29.770], [-3.703, -11.714, 31.541], [-4.507, -11.306, 32.618], [-2.094, -12.492, 27.667], [-3.408, -11.281, 27.666], [-3.702, -13.104, 27.807], [-4.235, -11.866, 33.512], [-5.587, -11.384, 32.490], [-4.418, -10.220, 32.647], [-4.371, -4.868, 18.409], [-4.777, -6.109, 19.030], [-5.098, -7.060, 19.605], [-3.343, -4.591, 18.643], [-5.021, -4.046, 18.711], [-4.440, -4.942, 17.324], [-6.542, -12.562, 24.000], [-5.588, -13.386, 24.680], [-4.850, -14.092, 25.261], [-6.467, -11.598, 24.505], [-7.510, -13.054, 24.098], [-6.194, -12.378, 22.984]],
  "forces_ev_per_a": [[0.5, -1.8, -0.6], [0.3, 0.7, 0.9], [-0.8, 0.1, -0.9], [1.0, -0.2, 0.4], [-1.8, -0.6, 1.0], [2.1, 0.0, -0.4], [-0.8, 2.2, -0.9], [-0.4, -1.0, 1.7], [0.3, 0.0, -0.9], [-0.3, 0.6, 0.4], [0.3, 0.4, -0.4], [-0.6, 0.6, 0.3], [0.4, 0.4, -0.3], [-0.3, -0.1, 0.5], [0.1, 0.1, -0.9], [-0.9, -0.6, 0.1], [0.3, 0.1, 0.1], [-0.1, 0.0, -0.4], [0.7, -0.2, -0.1], [-0.3, -0.6, -0.1], [-0.1, -0.5, 0.1], [0.0, 0.2, 0.2], [0.1, 0.0, 0.2], [0.6, -0.1, -0.2], [1.0, 0.3, -0.5], [1.2, 0.2, 0.9], [-2.0, -1.1, -1.3], [0.5, -0.9, -0.9], [-1.4, 0.7, 0.6], [-0.3, 0.2, 0.4], [-0.2, 0.3, 0.1], [-0.6, -0.1, 0.4], [0.5, 0.6, 0.0], [0.0, 0.1, 0.0], [0.4, -0.1, 0.5], [0.1, -0.5, 0.4], [-0.1, 0.0, -1.2], [2.3, -1.9, 2.6], [-1.6, 1.3, -0.8], [-0.8, 1.3, -0.9], [-0.4, 0.0, -0.9], [0.2, 0.5, -0.6], [-0.1, -0.3, -0.2], [0.3, -0.1, 0.0], [0.1, 0.8, 0.5], [0.3, -0.7, 0.9], [-0.3, -0.4, 0.1], [0.7, -0.9, -2.1], [-1.0, 1.6, 1.3], [0.8, -0.2, -2.3], [0.1, -1.1, 2.0], [-1.2, 0.7, 1.1], [0.9, 0.8, 0.3], [-0.1, 0.4, 0.2], [0.6, -0.6, -0.2], [-0.3, 0.2, 0.1], [-0.7, -0.6, 0.1], [0.1, 0.3, 0.2], [0.2, -0.5, -0.7], [1.5, -0.9, -0.4], [-0.3, 0.2, -0.7], [0.5, 1.6, -0.5], [-2.0, -0.8, 1.5], [0.6, -0.7, -0.2], [1.1, 0.3, -0.8], [0.0, 0.0, -0.2], [-0.4, 0.2, 0.0], [0.3, 0.1, 1.0], [-0.2, 0.0, -0.6], [-0.9, 0.3, 0.2], [-0.1, -0.2, 0.6], [-0.7, -1.1, -0.8], [0.4, 1.0, -0.5], [-2.0, -0.7, 1.4], [1.6, -0.2, -1.1], [0.6, 0.7, 0.0], [-0.9, -0.2, 0.3], [-0.4, -0.1, 0.4], [0.0, 0.4, 1.3], [0.9, -0.5, 0.0], [0.3, 0.3, -0.4], [0.0, 0.0, -0.2], [0.3, 0.5, -0.3], [0.0, -0.1, 0.7], [-1.7, 1.0, 1.8], [1.3, -0.6, -0.8], [0.7, -0.5, 0.3], [0.8, -1.3, -1.7], [-1.3, 1.4, -0.3], [0.1, 0.3, 0.2], [-0.3, -0.3, -0.2], [-0.5, 0.4, -0.2], [0.4, 0.4, -0.2], [0.0, -0.8, -0.6], [0.5, 0.1, 0.9], [0.0, 0.6, -0.7], [-0.3, -0.9, 0.9], [0.4, 0.9, -0.6], [0.0, -0.2, 0.2], [0.0, -0.1, 0.1], [0.0, -0.1, 0.0], [0.5, 0.5, 0.1], [2.6, -2.8, 1.9], [-1.8, 1.9, -1.5], [-0.6, 0.1, 0.0], [-0.1, 0.4, -0.3], [-0.4, -0.3, 0.0]],
  "lowdin_charge": [-0.087, -0.177, -0.166, -0.103, 0.008, -0.075, -0.109, -0.038, -0.032, 0.104, 0.082, 0.078, 0.126, 0.143, 0.139, 0.145, 0.146, 0.125, 0.151, 0.152, 0.112, 0.092, 0.099, -0.043, 0.015, -0.557, 0.082, 0.007, -0.056, 0.049, 0.099, 0.100, 0.105, 0.098, 0.105, -0.033, -0.043, -0.581, 0.098, -0.003, -0.014, 0.072, 0.098, 0.104, 0.088, 0.104, 0.099, -0.060, -0.017, -0.584, 0.121, -0.023, -0.007, 0.101, 0.099, 0.096, 0.059, 0.103, 0.104, -0.014, -0.013, -0.544, 0.057, 0.003, -0.020, 0.072, 0.057, 0.079, 0.082, 0.083, 0.082, -0.002, 0.016, -0.558, 0.094, -0.007, -0.032, 0.097, 0.073, 0.095, 0.093, 0.095, 0.073, -0.070, -0.058, -0.499, 0.132, -0.016, -0.052, 0.075, 0.091, 0.078, 0.101, 0.094, 0.098, -0.062, -0.260, 0.161, 0.079, 0.093, 0.091, -0.065, -0.270, 0.146, 0.099, 0.103, 0.052]
}